Formula: C10H17Cl2FO2Pd
Source: the OMol25 dataset
Level of theory: the ωB97M-V functional and the def2-TZVPD basis

The geometry in XYZ format:
```
33
Properties=species:S:1:pos:R:3:mulliken_charge:R:1
C -0.7512 0.8209 -0.7234 1.26
C -1.5703 -0.3150 -0.6301 0.05
C -0.7783 -1.4322 -0.2968 0.87
C -3.0430 -0.3307 -0.8384 -1.82
C 0.5833 -1.0156 -0.1494 0.36
C 0.6364 0.4189 -0.5120 1.68
C 1.7847 1.0850 -1.1512 -1.87
C -1.1834 2.1720 -1.1070 -2.00
C -1.2821 -2.8124 -0.1339 -1.83
C 1.7690 -1.8884 -0.1270 -1.62
Pd 0.6918 0.3949 1.6518 0.30
Cl -2.0125 0.1067 2.4096 -0.71
Cl 0.2979 2.7803 1.8982 -0.33
O 2.7616 0.4205 1.6205 -0.88
H -3.4911 0.6294 -0.5611 0.35
H -3.5181 -1.1081 -0.2310 0.34
H -3.2918 -0.5258 -1.8934 0.32
H -2.0975 -2.8568 0.6041 0.32
H -0.4802 -3.4733 0.1977 0.37
H -1.6759 -3.2117 -1.0846 0.29
H 1.5026 -2.8753 0.2727 0.48
H 2.5070 -1.4149 0.5249 0.30
H 2.1982 -2.0143 -1.1324 0.16
H 2.6830 0.4860 -0.9981 0.38
H 1.9226 2.0593 -0.6734 0.24
H 1.6032 1.2222 -2.2252 0.42
H -2.1668 2.3925 -0.6619 0.43
H -1.2779 2.2832 -2.1968 0.27
H -0.4771 2.9171 -0.7389 0.34
H 2.7874 0.2824 2.5877 0.32
O 1.8512 2.6607 1.2102 -0.45
H 2.4153 1.7268 1.4799 0.50
F 1.1020 0.4156 3.6086 -0.82
```

LUMO energy (alpha / beta)	5.73 / 5.13	eV
E_HOMO (alpha / beta)	1.706 / -0.807	eV
multiplicity	5
max |F|	0.13137	hartree/bohr
total charge	-2
relative energy (zero: lowest compared OMol25 entry of this formula, charge and spin)	0.000	eV
Kohn-Sham gap (alpha / beta)	4.03 / 5.94	eV

Formula: C10H17Cl2IIrO2
Source: the OMol25 dataset
Level of theory: the ωB97M-V functional and the def2-TZVPD basis

The geometry in XYZ format:
```
33
Properties=species:S:1:pos:R:3:mulliken_charge:R:1
C 0.5440 -1.0784 -0.4543 0.73
C 1.3382 -0.0147 -0.9175 0.58
C 0.5553 1.1811 -0.9490 1.26
C 2.7233 -0.1405 -1.3687 -1.87
C -0.7334 0.9108 -0.4808 0.24
C -0.7999 -0.5135 -0.0806 0.77
C -2.0470 -1.3202 -0.2595 -1.69
C 0.8343 -2.5227 -0.5376 -1.96
C 1.0401 2.5119 -1.3508 -1.74
C -1.9203 1.7911 -0.4940 -1.83
Ir 0.0559 -0.4130 1.7969 1.76
Cl 1.6750 1.0838 1.9546 -0.45
Cl 1.5841 -1.6080 3.0055 -0.60
O -1.8242 -0.0473 2.2575 -0.71
H 3.0760 -1.1276 -1.1088 0.42
H 3.3496 0.5860 -0.8646 0.28
H 2.8619 -0.0066 -2.4412 0.29
H 1.9551 2.7671 -0.8153 0.28
H 0.2870 3.2574 -1.1098 0.40
H 1.2481 2.6058 -2.4165 0.29
H -1.6487 2.7908 -0.1352 0.50
H -2.6966 1.4032 0.1799 0.31
H -2.3647 1.8795 -1.5033 0.18
H -2.9065 -0.7556 0.1208 0.36
H -1.9578 -2.2312 0.3520 0.32
H -2.1941 -1.5566 -1.3290 0.35
H 1.8712 -2.7152 -0.2431 0.46
H 0.6839 -2.9359 -1.5455 0.19
H 0.1895 -3.0706 0.1550 0.33
H -1.8986 0.7581 2.8110 0.03
O -0.8872 -2.2337 1.9644 -0.86
H -1.4226 -2.0026 2.7704 0.24
I -0.5709 2.7678 3.0373 -0.87
```

LUMO energy (alpha / beta)	5.32 / 4.99	eV
E_HOMO (alpha / beta)	0.888 / -0.272	eV
multiplicity	6
max |F|	0.07383	hartree/bohr
total charge	-2
relative energy (zero: lowest compared OMol25 entry of this formula, charge and spin)	0.219	eV
Kohn-Sham gap (alpha / beta)	4.43 / 5.26	eV

Formula: C10H17ClFN2O
Source: the OMol25 dataset
Level of theory: the ωB97M-V functional and the def2-TZVPD basis

The geometry in XYZ format:
```
32
Properties=species:S:1:pos:R:3:mulliken_charge:R:1
N 2.2109 -0.2399 1.3315 -0.49
C 1.8173 0.3650 0.0354 -1.09
C 0.2744 0.1717 -0.3721 1.55
C -0.6966 0.3935 0.9004 -1.23
C -0.6279 1.8958 1.4950 -0.45
C -1.4203 2.0243 2.9033 -0.43
F -0.7264 1.3899 3.9870 -0.30
C -0.3192 1.2946 -1.4053 -0.96
N -0.1291 0.7219 -2.7762 0.02
C 0.0925 -0.5818 -2.8721 -0.30
C 0.0151 -1.0842 -1.3391 -0.38
C 0.6030 -2.5320 -0.9654 -0.42
C -0.6270 -3.3751 -0.3329 0.43
O -0.7336 -3.5196 0.8902 -0.42
Cl -1.8508 -4.0400 -1.5470 -0.15
H 1.7383 0.1865 2.1362 0.28
H 2.1563 -1.2636 1.3335 0.28
H 2.1534 1.4655 0.0505 0.31
H 2.4628 -0.1456 -0.7756 0.35
H -0.4769 -0.3417 1.7552 0.33
H -1.7711 0.2111 0.5551 0.54
H -1.1389 2.6707 0.8058 0.34
H 0.4595 2.2584 1.5931 0.31
H -2.5041 1.7006 2.7753 0.30
H -1.4281 3.1537 3.1388 0.30
H -1.3906 1.6351 -1.1487 0.28
H 0.4162 2.1651 -1.2983 0.38
H -0.1565 1.3934 -3.5644 0.31
H 0.2806 -1.2027 -3.8100 0.41
H -1.1320 -1.2317 -1.2294 0.27
H 1.5164 -2.5216 -0.2886 0.27
H 0.9324 -3.0175 -1.9611 0.38
```

LUMO energy	-5.04	eV
E_HOMO	-12.675	eV
multiplicity	1
max |F|	0.09699	hartree/bohr
SMILES string	NC[C@@]1(CCCF)C[NH+]=C[C@H]1CC(=O)Cl
total charge	+1
Kohn-Sham gap	7.63	eV

Formula: C10H17FN3OS
Source: the OMol25 dataset
Level of theory: the ωB97M-V functional and the def2-TZVPD basis

The geometry in XYZ format:
```
33
Properties=species:S:1:pos:R:3:mulliken_charge:R:1
C -0.1896 -3.0954 1.1072 -0.63
N -0.3532 -2.7776 -0.3502 -0.32
C -1.2819 -1.6208 -0.5530 -0.68
N -0.5606 -0.3006 -0.3580 0.67
C 0.2407 0.1246 -1.5494 -1.08
C 1.3480 1.1732 -1.0238 0.35
C 2.5858 0.3351 -0.4366 -0.66
C 2.7841 0.4439 1.1313 0.51
O 1.9493 0.1849 2.0037 -0.45
F 4.0856 0.8565 1.5693 -0.28
C 0.7687 2.3204 -0.0578 -0.99
C -0.5125 1.8954 0.8274 -0.62
C -1.4574 0.7973 0.1504 0.02
N -2.3998 1.3334 -0.8716 -0.62
C -3.5723 1.5190 -0.3510 0.44
S -5.0375 1.6971 0.4100 -0.15
H 0.4865 -2.2639 1.5438 0.16
H -1.1781 -3.0549 1.6811 0.28
H 0.3874 -4.0722 1.2911 0.33
H -0.8463 -3.6015 -0.7428 0.31
H -1.6648 -1.7117 -1.6326 0.36
H -2.1690 -1.7425 0.1661 0.31
H 0.1213 -0.4843 0.4169 -0.13
H -0.3725 0.6695 -2.3514 0.37
H 0.7509 -0.7568 -2.0895 0.39
H 1.7286 1.7130 -1.9699 0.46
H 2.3658 -0.7788 -0.6549 0.33
H 3.5691 0.5472 -0.9984 0.32
H 0.3970 3.1637 -0.7535 0.40
H 1.5348 2.8039 0.6308 0.32
H -0.2384 1.5326 1.8711 0.33
H -1.1633 2.8373 0.9717 0.38
H -2.1062 0.3131 0.9724 0.57
```

LUMO energy	-3.65	eV
E_HOMO	-13.086	eV
multiplicity	1
max |F|	0.09285	hartree/bohr
SMILES string	CNC[N@H+]1C[C@H](CC(=O)F)CC[C@H]1N=C=S
total charge	+1
Kohn-Sham gap	9.43	eV